No. 1
{"formula": "C7H12O3S", "method": "ωB97M-V with the def2-TZVPD basis set", "relative_energy_ev": 3.470, "homo_ev": -9.04, "orbital_gap_ev": 9.518, "total_energy_ev": -24427.48754, "elements": ["C", "C", "C", "C", "C", "C", "C", "O", "O", "O", "S", "H", "H", "H", "H", "H", "H", "H", "H", "H", "H", "H", "H"], "positions_angstrom": [[1.32679, -0.12907, -1.58161], [0.48181, 0.67402, -2.27066], [1.15187, -0.50751, -0.10026], [-0.20905, 0.04065, 0.36473], [-1.19024, 0.48020, -0.69502], [-2.11537, -0.63028, -1.32781], [0.75499, 0.25088, 2.86690], [-1.28922, 1.72589, 2.08006], [-0.72273, 1.20146, -1.83254], [1.38095, -1.82588, 0.26887], [0.10354, 1.46642, 1.58983], [2.35075, -0.21182, -1.91044], [0.74217, 1.10999, -3.29522], [1.79747, 0.16661, 0.44518], [-0.66268, -0.71807, 1.00162], [-1.96900, 1.26527, -0.13918], [-1.45736, -1.48707, -1.67963], [-2.62536, 0.10862, -2.06045], [-2.86477, -0.84785, -0.64510], [0.59826, -0.74937, 2.38004], [0.31095, 0.46586, 3.91614], [1.89152, 0.47782, 2.76122], [2.21471, -2.32678, -0.13668]], "forces_ev_per_angstrom": [[-0.500, 0.629, 0.724], [0.466, 0.986, -0.812], [-0.382, 2.028, -1.729], [0.534, -0.107, -0.061], [-3.840, 1.252, 1.140], [2.002, 2.604, -1.230], [1.867, 0.786, -0.727], [0.378, 0.758, -0.293], [2.440, -0.926, 0.186], [1.771, -2.661, -0.667], [-1.739, -2.092, 0.943], [-0.032, -0.300, -0.673], [-0.326, -0.804, 1.631], [1.227, -0.041, 0.069], [-0.470, 0.202, -0.104], [2.049, -1.973, -1.288], [-1.381, 1.027, -0.019], [0.734, -2.237, 0.285], [-1.193, -1.173, 1.380], [0.027, 0.790, 1.395], [0.777, -0.424, -2.094], [-1.725, -0.647, 0.952], [-2.683, 2.323, 0.990]], "mulliken_charge": [-0.5469, -0.3140, 0.6984, -0.5695, -0.2664, -1.2521, -0.7619, -0.6283, -0.3822, -0.5452, 0.5453, 0.3494, 0.3330, 0.1361, 0.5662, 0.3698, 0.2727, 0.3064, 0.4604, 0.2464, 0.3560, 0.2680, 0.3584]}


No. 2
{"formula": "C2H5NO", "method": "ωB97M-V with the def2-TZVPD basis set", "smiles": "C=N.C=O", "relative_energy_ev": 3.458, "homo_ev": -9.62, "orbital_gap_ev": 10.243, "total_energy_ev": -5689.77116, "elements": ["C", "N", "H", "H", "H", "C", "O", "H", "H"], "positions_angstrom": [[-0.20724, -1.33761, -0.07004], [-1.18394, -0.99991, -0.80965], [-0.07835, -2.38912, 0.06478], [0.35145, -0.65504, 0.64179], [-1.08870, -1.54278, -1.62342], [0.53466, 1.74648, 0.38766], [0.36671, 1.66020, 1.58262], [-0.18406, 1.28251, -0.27761], [1.48947, 2.23528, 0.10386]], "forces_ev_per_angstrom": [[-0.632, 0.468, 1.577], [1.956, 3.163, 0.324], [1.527, -0.964, -0.445], [-1.299, -0.783, -0.400], [-1.530, -2.144, -1.015], [0.875, 0.194, 1.746], [-0.319, -0.009, -0.116], [-0.127, 0.136, -0.803], [-0.452, -0.061, -0.869]], "mulliken_charge": [-0.1198, -0.4917, 0.2567, 0.1508, 0.2535, -0.2873, -0.3971, 0.3963, 0.2386]}


Copy entry 2 word for word.
{"formula": "C2H5NO", "method": "ωB97M-V with the def2-TZVPD basis set", "smiles": "C=N.C=O", "relative_energy_ev": 3.458, "homo_ev": -9.62, "orbital_gap_ev": 10.243, "total_energy_ev": -5689.77116, "elements": ["C", "N", "H", "H", "H", "C", "O", "H", "H"], "positions_angstrom": [[-0.20724, -1.33761, -0.07004], [-1.18394, -0.99991, -0.80965], [-0.07835, -2.38912, 0.06478], [0.35145, -0.65504, 0.64179], [-1.08870, -1.54278, -1.62342], [0.53466, 1.74648, 0.38766], [0.36671, 1.66020, 1.58262], [-0.18406, 1.28251, -0.27761], [1.48947, 2.23528, 0.10386]], "forces_ev_per_angstrom": [[-0.632, 0.468, 1.577], [1.956, 3.163, 0.324], [1.527, -0.964, -0.445], [-1.299, -0.783, -0.400], [-1.530, -2.144, -1.015], [0.875, 0.194, 1.746], [-0.319, -0.009, -0.116], [-0.127, 0.136, -0.803], [-0.452, -0.061, -0.869]], "mulliken_charge": [-0.1198, -0.4917, 0.2567, 0.1508, 0.2535, -0.2873, -0.3971, 0.3963, 0.2386]}


Please write out number 2 again, unchanged.
{"formula": "C2H5NO", "method": "ωB97M-V with the def2-TZVPD basis set", "smiles": "C=N.C=O", "relative_energy_ev": 3.458, "homo_ev": -9.62, "orbital_gap_ev": 10.243, "total_energy_ev": -5689.77116, "elements": ["C", "N", "H", "H", "H", "C", "O", "H", "H"], "positions_angstrom": [[-0.20724, -1.33761, -0.07004], [-1.18394, -0.99991, -0.80965], [-0.07835, -2.38912, 0.06478], [0.35145, -0.65504, 0.64179], [-1.08870, -1.54278, -1.62342], [0.53466, 1.74648, 0.38766], [0.36671, 1.66020, 1.58262], [-0.18406, 1.28251, -0.27761], [1.48947, 2.23528, 0.10386]], "forces_ev_per_angstrom": [[-0.632, 0.468, 1.577], [1.956, 3.163, 0.324], [1.527, -0.964, -0.445], [-1.299, -0.783, -0.400], [-1.530, -2.144, -1.015], [0.875, 0.194, 1.746], [-0.319, -0.009, -0.116], [-0.127, 0.136, -0.803], [-0.452, -0.061, -0.869]], "mulliken_charge": [-0.1198, -0.4917, 0.2567, 0.1508, 0.2535, -0.2873, -0.3971, 0.3963, 0.2386]}